[1]
13
Properties=species:S:1:pos:R:3:forces:R:3:nbo_charge:R:1 method="wB97M-V/def2-TZVPD" total_energy_ha=-481.0727 charge=0 homo_lumo_gap_ha=0.3614 lumo_ha=0.0220 homo_ev=-9.2
N 0.653669 -1.662722 0.542211 -0.3 -1.6 0.0 -0.04
C -0.428566 1.418983 0.036364 -0.3 -1.7 2.9 0.02
C -0.362841 0.257858 1.107138 -0.6 3.0 -2.9 -0.52
C 0.888587 -0.480541 0.926232 2.8 -1.7 0.6 0.05
F -0.224864 0.039008 -3.105865 -0.6 0.5 1.0 -0.26
H 1.976925 -0.135522 1.167508 -2.2 -0.3 -0.3 0.23
H -0.673766 2.377493 0.394442 0.3 1.3 0.2 0.19
N -0.680546 0.030821 -1.730484 -0.4 -0.7 -2.1 -0.08
H -0.437619 0.751562 2.036137 -0.1 0.1 1.3 0.24
N -0.611331 1.189647 -1.171275 0.6 0.2 -2.6 -0.20
H -0.535471 -0.943860 -1.519088 0.7 0.1 1.1 0.39
H -1.290657 -0.210490 0.782239 0.3 -1.1 0.9 0.25
F 1.726480 -2.632236 0.534440 -0.3 1.9 -0.1 -0.27



[2]
91
Properties=species:S:1:pos:R:3:forces:R:3:lowdin_charge:R:1 method="wB97M-V/def2-TZVPD" total_energy_ha=-3311.8427 charge=0 homo_lumo_gap_ha=0.2965 lumo_ha=-0.0371 homo_ev=-9.1
C -3.128913 1.045210 -5.404363 0.0 0.2 0.1 -0.15
O -4.234779 -0.216813 -6.980133 0.0 0.0 0.0 0.08
C 4.032255 1.086045 5.139708 0.0 0.1 -0.1 -0.07
N 4.103386 4.014260 0.993684 -0.1 0.3 -1.9 -0.06
C -0.718877 4.155148 -1.210614 0.2 -0.1 -0.1 -0.05
C 5.719437 3.294704 5.037945 0.1 0.1 -0.1 0.00
C -1.761783 2.532423 0.241585 -0.3 -0.5 0.4 -0.07
H 4.798138 0.773682 7.116146 0.1 0.1 0.1 0.12
H -4.837789 2.018734 -6.268801 0.0 -0.1 0.0 0.12
H 1.069102 1.310808 -1.140195 -0.2 0.0 0.2 0.08
N -3.312280 -0.182928 -6.191238 0.0 -0.1 0.0 -0.36
H -4.548858 4.059039 -4.914587 0.0 0.0 0.0 0.11
O -3.845792 0.313698 1.077350 0.1 -0.3 -0.1 0.06
H -3.105309 -3.159792 6.439468 0.0 0.0 0.0 0.11
H 4.012525 -4.763654 -4.389099 0.0 0.0 0.0 0.11
C -3.566957 -4.662846 3.444348 -0.2 -0.1 0.0 0.00
H -4.307305 -5.224390 2.893663 0.1 0.0 -0.1 0.12
H 0.516829 -3.039523 -2.641951 0.0 0.1 0.1 0.10
C -5.155514 -2.405125 -0.793340 -0.2 -0.1 0.0 0.00
C 0.273212 3.232392 -1.462474 0.5 0.1 -0.1 -0.39
C 5.667533 2.490195 6.162257 -0.1 -0.1 -0.2 -0.15
C 4.845006 3.281395 0.370694 0.0 -1.0 1.4 -0.91
H -1.383154 0.300490 -4.399531 -0.1 -0.1 -0.1 0.12
C 2.607880 3.510278 -1.635010 0.1 -0.1 0.0 -0.29
N -4.670614 -0.459558 0.624641 -0.2 0.2 0.1 -0.34
N -2.057066 -4.801321 1.507750 0.0 0.0 -0.1 -0.35
H 1.561648 -4.739903 -4.081680 0.0 0.0 0.0 0.11
C -4.732352 -3.419678 -1.634829 0.1 0.0 0.0 -0.06
H -5.455814 -4.096849 -2.067674 0.0 0.0 0.0 0.11
H -4.794342 -4.454148 5.184903 0.0 0.0 0.0 0.11
C 3.555212 -4.017866 -3.752096 0.0 0.0 0.0 -0.06
N 1.773849 -1.080182 -1.304094 0.0 -0.1 0.0 -0.32
C -3.838585 -4.229205 4.731887 0.1 0.1 0.0 -0.06
C -4.214506 -1.545476 -0.251058 0.0 -0.2 -0.2 -0.14
H -3.053374 -4.357217 -2.582692 0.0 0.0 0.0 0.11
H -6.205441 -2.290716 -0.568000 0.0 0.1 0.1 0.12
H 4.381691 -1.379025 -1.803908 -0.1 0.1 0.0 0.12
C -1.729472 3.776372 -0.346088 -0.4 0.9 -0.1 -0.08
H 5.421318 -3.088929 -3.242945 0.0 0.0 0.0 0.11
O -5.861829 -0.386591 0.847731 0.0 0.0 0.0 0.08
C 4.078819 1.878359 4.000078 0.0 0.0 0.0 -0.06
C 0.248232 1.972978 -0.896753 0.4 -0.2 -0.2 -0.04
O -0.964318 -4.537144 1.044479 0.0 0.0 0.0 0.07
C 4.831168 1.390523 6.230161 -0.1 -0.2 0.1 -0.01
C -0.773920 1.602494 -0.044851 0.2 0.3 -0.1 -0.05
C 4.918870 2.982304 3.950300 0.0 -0.1 0.1 -0.06
H -2.682571 4.219658 -3.301283 0.0 0.0 0.0 0.10
H -2.491612 4.514694 -0.122422 -0.1 -0.2 0.1 0.11
C -2.887439 -3.503462 5.436617 0.0 0.0 0.0 -0.07
H -0.749444 0.618092 0.397673 -0.1 0.0 0.1 0.09
O 6.485045 2.062537 8.270645 0.0 0.0 0.0 0.08
H -0.673518 5.132633 -1.673556 0.0 0.0 0.1 0.13
N 6.530711 2.804913 7.310427 0.0 0.0 0.1 -0.36
H 2.805670 5.968828 -0.280016 0.2 0.0 -0.1 -0.03
H -0.918728 -2.650912 5.409091 0.0 0.0 0.0 0.11
O -2.531431 -1.095557 -6.004878 0.0 0.0 0.0 0.07
H 3.458899 1.634449 3.145844 0.0 0.0 0.0 0.11
H -0.422754 -3.424021 3.120456 -0.1 -0.1 -0.1 0.12
H 3.350003 3.911673 -2.330490 -0.1 -0.1 -0.1 0.09
H 2.882534 2.464505 -1.458631 0.1 0.0 0.1 0.06
H 6.373711 4.153259 5.000654 0.0 0.0 0.1 0.12
C -2.074474 1.123093 -4.512865 0.2 -0.1 0.1 0.01
C -1.658366 -3.215573 4.858130 -0.1 0.0 0.0 -0.06
C 4.348285 -3.075799 -3.110217 -0.1 -0.1 0.0 -0.06
C -4.021251 2.090035 -5.565426 -0.2 0.1 -0.1 -0.01
H 1.519688 4.348090 0.840026 0.1 -0.1 0.0 -0.02
C -3.855604 3.236086 -4.804253 0.1 0.0 0.1 -0.06
O 0.567045 -1.099611 -1.155917 0.1 -0.1 0.0 0.08
C 1.587545 -3.048898 -2.772100 -0.2 -0.1 0.0 0.01
O 7.239879 3.787097 7.230337 0.0 0.0 0.0 0.08
C 3.765938 -2.114099 -2.301532 0.2 0.1 0.0 0.00
H -2.141978 -1.008029 -0.093792 -0.1 0.1 0.0 0.09
H 3.374952 0.227879 5.177263 0.0 0.0 0.0 0.11
O 1.331509 3.573880 -2.293641 0.1 0.4 0.2 -0.12
C -2.340049 -4.362264 2.880743 -0.1 0.1 0.2 -0.15
Si 2.697472 4.521279 -0.026429 -0.5 0.3 0.7 0.69
S 5.725950 2.080309 -0.145618 0.1 0.5 -0.3 0.72
O -2.932639 -5.396265 0.913746 0.0 0.0 0.0 0.08
C -3.381905 -3.565157 -1.922475 0.0 0.0 0.0 -0.06
C -1.912831 2.272634 -3.755720 -0.1 0.0 -0.1 -0.04
H 4.950813 3.596488 3.061525 0.0 0.0 0.1 0.07
C 2.390755 -2.112242 -2.145950 0.1 -0.2 -0.2 -0.14
C -1.378122 -3.647732 3.571951 0.2 0.1 0.0 0.00
H -1.095513 2.342419 -3.053299 -0.1 -0.1 -0.1 0.08
C 2.177359 -4.005354 -3.581258 0.1 0.0 0.0 -0.06
O 2.510050 -0.250367 -0.801815 0.1 -0.1 0.0 0.06
C -2.805190 3.326139 -3.898809 0.0 0.0 -0.1 -0.06
C -2.866906 -1.680853 -0.523994 0.3 0.1 0.0 0.01
C -2.452515 -2.699093 -1.365570 -0.1 -0.1 -0.1 -0.06
H -1.403575 -2.816128 -1.585724 0.1 0.0 0.1 0.08
H -2.552569 2.278096 0.931781 0.0 0.0 0.0 0.09



[3]
108
Properties=species:S:1:pos:R:3:forces:R:3:lowdin_charge:R:1 method="wB97M-V/def2-TZVPD" total_energy_ha=-16510.7321 charge=-1 homo_lumo_gap_ha=0.2524 lumo_ha=0.0528 homo_ev=-5.4
Cl 8.169550 8.640408 5.375102 0.1 0.0 0.1 0.54
Cl -4.087558 -1.223769 -3.472400 -0.1 0.0 0.0 0.52
H -2.685067 -0.979101 -5.356493 0.0 -0.1 0.3 -0.02
H 1.306171 2.260643 -1.128124 1.6 -1.2 -0.9 0.07
Cl 5.833601 6.021357 3.603893 0.1 0.0 0.2 0.53
H 3.374508 -5.591284 -1.968571 -0.1 0.4 0.0 -0.01
C 6.112847 -6.486511 0.529777 0.2 -0.3 0.1 -0.97
H -3.400131 -2.613818 -5.253505 0.1 0.2 0.3 0.03
Cl -2.596246 -0.276964 -13.164961 -0.1 0.1 -0.1 0.49
C -4.790534 -6.755613 9.116944 -0.2 0.2 -0.3 -1.05
Cl -0.979136 -4.067467 7.740694 0.0 0.0 0.0 0.51
Cl -6.746155 -3.471334 3.967801 0.0 -0.4 -0.3 0.55
N -3.314200 2.830703 -4.921608 8.9 -3.1 8.2 0.10
C -1.542490 0.958490 -2.115487 -2.7 -0.5 -0.5 -0.14
Cl -1.459535 -2.401916 -3.924477 -0.5 -0.2 -0.6 0.54
Cl -2.772057 -3.595334 3.338581 -0.1 -0.1 -0.1 0.50
C -1.282602 -2.879943 2.710124 0.2 0.4 -0.3 -1.01
H 2.187114 -1.473056 -2.804083 -2.4 1.6 -0.3 -0.04
Cl -3.751289 -8.100972 8.631973 0.0 0.0 -0.1 0.49
H -1.530510 -0.102478 -2.645178 0.4 2.4 1.0 0.07
Cl 1.997740 -3.677618 -1.828828 0.1 -0.5 0.3 0.56
H -1.236667 -1.830981 3.012560 0.0 -0.3 0.0 0.03
Cl 5.934353 -0.491312 1.042952 0.1 -0.1 0.1 0.50
H 5.902062 8.378851 3.483320 0.0 -0.4 -0.2 -0.03
H -3.807201 0.224930 -11.200694 0.3 -0.1 -0.1 0.00
Cl 4.833867 -0.897432 -1.625925 0.1 0.2 0.1 0.52
Cl -0.686238 -5.889427 -1.003338 -0.1 -0.1 0.0 0.50
O -0.150525 4.675347 -2.728180 -3.0 -6.4 1.0 -0.14
C -1.051386 2.194194 -3.074603 -1.8 0.3 -0.8 -0.26
H -3.427876 2.052532 -8.218015 -0.3 -0.1 0.1 0.02
H -2.692669 1.172257 -1.873920 2.6 -0.4 -0.6 0.14
C -2.023044 -4.790387 -0.642570 -0.3 -0.1 0.1 -0.98
H 2.599669 3.628355 -3.156096 1.0 -1.0 2.1 0.07
N -1.733123 0.927378 0.219472 0.7 2.9 3.2 -0.03
C -8.225329 -2.872222 3.207407 -0.1 0.0 -0.4 -1.00
H -2.437080 1.344018 -11.454927 0.0 -0.3 -0.1 0.03
O -1.484024 3.864753 -0.898784 2.7 -3.0 -7.1 -0.24
Cl -4.830968 0.457855 -7.185799 0.0 0.0 0.0 0.49
O -1.249900 1.580717 1.147161 -1.4 -2.8 -2.9 0.01
O -0.870346 0.867510 -0.812115 0.9 0.5 -1.9 -0.16
C -1.511549 3.173993 4.001053 -0.1 0.0 -0.5 -1.04
H 7.009079 -1.397883 -0.854473 -0.3 0.1 0.1 0.03
Cl -4.176532 -0.915763 5.068613 0.0 -0.1 0.0 0.51
H 5.780313 -2.506137 -0.179097 0.0 0.3 0.0 -0.02
Cl 5.404827 -5.074738 1.324021 0.1 0.0 0.2 0.56
C -4.493451 1.999749 -7.981874 0.4 0.2 0.4 -1.04
C 8.507068 10.182302 4.579027 0.3 0.3 0.1 -0.99
H -5.729671 -1.799327 6.612701 0.1 0.3 -0.2 -0.01
Cl 3.534196 2.395505 0.787224 0.3 0.2 0.9 0.61
Cl -6.259327 0.500837 6.536303 -0.1 0.0 0.1 0.51
H 7.201580 -6.425578 0.600116 -0.3 0.1 -0.1 0.03
Cl -3.851760 -3.574625 7.804309 -0.2 0.2 -0.1 0.56
Cl -0.032375 2.574880 4.761447 0.1 -0.1 0.0 0.48
Cl 0.140471 -3.722121 3.335176 0.0 0.0 0.0 0.51
H 2.871647 1.067456 -1.044463 -1.8 1.4 -1.9 0.00
Cl -4.920398 -6.654727 10.877072 -0.1 0.1 0.0 0.49
Cl -9.374178 -2.293187 4.419877 0.0 0.0 -0.1 0.51
C -5.768849 -1.041945 5.826039 -0.3 -0.1 0.1 -1.07
H 3.941236 4.500067 1.778255 0.2 -0.2 -0.2 0.01
C 1.148964 -0.914669 -2.980490 0.6 0.0 -0.1 -0.41
Cl 5.742227 4.228867 0.275080 0.1 0.0 0.0 0.49
C -0.332779 0.979265 -5.423145 -3.5 -3.0 -6.3 -0.14
H -4.365686 -5.823141 8.737471 0.0 -0.4 0.2 -0.07
H 0.465941 -1.007433 -2.037074 1.2 -0.1 -1.8 0.02
C 2.206207 1.797319 -1.714761 -0.3 1.3 -0.3 -0.47
C -0.852328 3.624528 -2.231446 0.3 6.8 4.5 -0.38
Cl -1.770586 -0.658447 -10.395184 -0.1 0.1 0.1 0.49
H -7.971687 -2.048519 2.535784 0.0 -0.2 0.3 0.04
H 9.572643 10.235085 4.342886 -0.3 -0.1 0.0 0.03
C -2.368459 2.511834 -4.061492 -6.3 2.5 -6.1 -0.06
C 3.109671 3.109147 -2.225253 -0.5 -1.0 0.2 -0.22
H 3.157200 3.819996 -1.287141 0.2 -1.2 -2.4 0.04
C 6.171118 7.563251 2.807818 0.1 0.2 0.0 -1.11
H 0.689879 -1.389397 -3.959794 1.0 1.2 2.2 -0.01
H -2.355996 -3.246916 6.006449 -0.1 -0.1 0.3 -0.04
C -2.938709 -1.802804 -4.684871 -0.1 0.0 -0.6 -0.99
H -1.257906 3.997696 3.329430 0.0 -0.2 0.2 0.04
C 0.174978 1.860088 -4.096674 -1.3 0.5 -1.1 -0.39
Cl -2.660398 3.753027 5.213524 -0.1 0.0 0.0 0.48
H 4.143353 2.671534 -2.556944 -1.8 1.2 0.7 0.07
C -2.759777 0.301128 -11.502346 -0.2 0.2 0.3 -1.06
H -5.787040 -6.905798 8.694665 0.3 -0.1 0.2 0.03
H -4.762507 2.815349 -7.306372 0.0 -0.3 -0.1 0.01
H -2.338589 -4.941657 0.392586 0.2 0.0 -0.2 0.01
H 7.236693 7.616034 2.571677 -0.4 -0.2 0.0 0.00
H 3.942689 -4.438595 -0.726516 -0.2 0.1 -0.4 -0.05
C 6.004596 -1.466563 -0.429858 0.1 -0.2 -0.1 -1.02
Cl 7.577529 10.343023 3.083919 0.2 0.4 0.0 0.56
Cl 5.241580 7.723972 1.312710 0.1 0.1 0.0 0.52
C -2.306891 -3.099823 7.088046 0.4 0.3 -0.4 -1.03
Cl -5.422989 2.160470 -9.476982 -0.1 0.1 -0.2 0.49
H 0.541933 2.901978 -4.547006 -0.8 -2.2 1.1 0.14
C 3.540341 -4.536203 -1.737697 -0.3 -0.1 0.2 -1.07
H -2.121164 -2.045940 7.309037 -0.1 -0.3 0.1 0.03
N -0.823870 0.407911 -6.475566 4.4 4.9 9.4 0.09
H 5.101080 3.257173 2.329799 -0.1 0.1 -0.3 0.02
Cl 4.706932 -3.871769 -2.887834 0.1 -0.3 -0.2 0.49
Cl 5.649129 -6.556544 -1.174674 0.5 -0.5 0.2 0.57
P 1.665099 0.924570 -3.372162 1.1 -0.9 0.4 0.93
H 8.238012 10.997902 5.254529 0.0 -0.3 -0.2 0.03
Cl -1.535409 -3.104493 -0.855154 -0.1 0.0 0.3 0.52
H -6.500820 -1.333719 5.069081 0.4 0.4 0.3 -0.06
H -2.854509 -5.007927 -1.317285 0.3 0.1 0.1 0.03
H -1.972971 2.362978 3.432418 0.2 0.2 0.2 0.01
H -8.686751 -3.683236 2.638772 0.1 0.2 0.3 0.03
H 5.760726 -7.390894 1.031774 0.0 0.3 -0.1 0.03
H -1.286936 -2.949697 1.619658 0.0 0.0 0.4 -0.05
C 4.566313 3.659947 1.466204 -0.1 0.0 0.4 -1.02



Copy entry 1 word for word.
13
Properties=species:S:1:pos:R:3:forces:R:3:nbo_charge:R:1 method="wB97M-V/def2-TZVPD" total_energy_ha=-481.0727 charge=0 homo_lumo_gap_ha=0.3614 lumo_ha=0.0220 homo_ev=-9.2
N 0.653669 -1.662722 0.542211 -0.3 -1.6 0.0 -0.04
C -0.428566 1.418983 0.036364 -0.3 -1.7 2.9 0.02
C -0.362841 0.257858 1.107138 -0.6 3.0 -2.9 -0.52
C 0.888587 -0.480541 0.926232 2.8 -1.7 0.6 0.05
F -0.224864 0.039008 -3.105865 -0.6 0.5 1.0 -0.26
H 1.976925 -0.135522 1.167508 -2.2 -0.3 -0.3 0.23
H -0.673766 2.377493 0.394442 0.3 1.3 0.2 0.19
N -0.680546 0.030821 -1.730484 -0.4 -0.7 -2.1 -0.08
H -0.437619 0.751562 2.036137 -0.1 0.1 1.3 0.24
N -0.611331 1.189647 -1.171275 0.6 0.2 -2.6 -0.20
H -0.535471 -0.943860 -1.519088 0.7 0.1 1.1 0.39
H -1.290657 -0.210490 0.782239 0.3 -1.1 0.9 0.25
F 1.726480 -2.632236 0.534440 -0.3 1.9 -0.1 -0.27